No. 1
{"formula": "C42H36AsCrF5NO5PS5Se", "method": "ωB97M-V with the def2-TZVPD basis set", "symbols": ["Se", "As", "Cr", "S", "S", "S", "S", "S", "P", "F", "F", "F", "F", "F", "O", "O", "O", "O", "O", "N", "C", "C", "C", "C", "C", "C", "C", "C", "C", "C", "C", "C", "C", "C", "C", "C", "C", "C", "C", "C", "C", "C", "C", "C", "C", "C", "C", "C", "C", "C", "C", "C", "C", "C", "C", "C", "C", "C", "C", "C", "C", "C", "H", "H", "H", "H", "H", "H", "H", "H", "H", "H", "H", "H", "H", "H", "H", "H", "H", "H", "H", "H", "H", "H", "H", "H", "H", "H", "H", "H", "H", "H", "H", "H", "H", "H", "H", "H"], "positions_angstrom": [[0.01183, 1.39621, -2.00260], [4.55240, 1.31958, -5.04197], [-0.97417, 0.26792, -0.04830], [-1.05145, 2.42809, 1.02997], [-3.79586, 3.23566, 6.17434], [-2.18705, 2.26430, 3.86718], [-2.71134, 5.37060, 0.87204], [-3.43872, 4.85005, 3.70167], [2.42787, -0.13558, -1.20831], [-3.40448, 5.17646, -5.34175], [-2.94496, 2.59499, -1.45549], [-4.38666, 4.29885, -2.95767], [0.59556, 2.84655, -4.54320], [-0.91131, 4.45316, -6.11928], [1.45435, -0.49728, 3.09268], [-1.42412, -3.57788, -1.17849], [-3.26989, 0.25998, -0.17806], [-1.10722, -1.35661, -1.14576], [0.66136, -0.01178, 1.05341], [-1.55986, -1.22133, 1.42822], [4.75201, 4.15035, -4.22691], [6.66548, 3.28103, -5.37694], [7.52097, -1.61107, -4.36220], [6.73743, 0.75471, -3.14910], [3.53919, 0.98984, -0.27434], [5.39028, 3.08373, -4.84984], [5.38861, 5.37782, -4.10160], [-1.12412, 2.65137, -2.94753], [2.61916, -4.17889, -1.06160], [3.51503, 1.29925, -3.35768], [-3.67679, -0.01282, 1.16842], [-0.87433, -0.82739, 2.65760], [5.11865, 2.84470, 1.08060], [-2.66409, 4.38789, -4.55644], [-0.97003, 5.76757, 0.53484], [0.55871, -0.41308, 2.27870], [2.40075, -2.86186, -1.42892], [3.79756, -3.42554, 0.89147], [3.35296, -0.12660, -2.83440], [-2.39905, 3.07035, -2.58453], [-1.00861, -2.49135, 0.91766], [7.30470, 4.50355, -5.25228], [5.67817, 1.66588, 0.61052], [-1.39166, 4.00948, -4.95213], [-3.18278, 3.44226, 4.66921], [6.66719, 5.55445, -4.60631], [6.49372, -0.85223, -4.90799], [3.77403, 3.10710, 0.86424], [7.75685, -0.00205, -2.59591], [-3.16365, 3.92801, -3.35267], [8.15147, -1.18747, -3.20326], [6.09057, 0.33585, -4.30877], [3.58266, -2.10349, 0.52494], [-2.59393, 4.30749, 2.26706], [4.89469, 0.74391, -0.06791], [-2.00557, 3.08450, 2.30382], [-3.02358, -1.32335, 1.55755], [2.99031, 2.18232, 0.19159], [2.89768, -1.81173, -0.65179], [-1.20313, -2.52432, -0.61237], [-0.64170, 3.17706, -4.14751], [3.32803, -4.46182, 0.09811], [-3.36709, -2.07891, 0.84884], [-0.83769, -1.63038, 3.40019], [2.52699, 1.73131, -3.52410], [3.33699, 4.03205, 1.21991], [6.43019, 1.67478, -2.66408], [2.22669, -4.98385, -1.66956], [8.23952, 0.32808, -1.68409], [6.72964, 1.46333, 0.77791], [3.90672, -1.30699, 1.17830], [0.06752, -2.52949, 1.10169], [2.75815, -0.71111, -3.54301], [-0.97811, 6.52651, -0.24510], [1.94077, 2.38166, 0.02258], [7.82352, -2.53640, -4.83631], [8.30051, 4.63752, -5.65634], [4.31674, -0.62292, -2.70666], [-3.32199, -1.61418, 2.56902], [-0.51311, 6.15832, 1.44108], [4.88490, 6.19808, -3.60574], [-3.70115, 1.07225, -0.46776], [3.75012, 4.02057, -3.83337], [-1.37037, 0.03093, 3.10442], [-3.35669, 0.79363, 1.83375], [7.16696, 6.50905, -4.50048], [1.81193, -2.63287, -2.31042], [4.03158, 1.91806, -2.62167], [3.50439, -5.48964, 0.39031], [8.94688, -1.77996, -2.76903], [-0.45264, 4.87571, 0.19530], [5.73051, 3.56007, 1.61642], [5.98577, -1.18842, -5.80538], [5.33979, -0.17149, -0.43984], [-4.76527, -0.10419, 1.22077], [4.32649, -3.64447, 1.81105], [7.16382, 2.45838, -5.87872], [-1.47009, -3.36348, 1.38585]], "mulliken_charge": [-0.325, 0.166, 0.278, 0.180, -0.271, 0.075, -0.107, -0.191, -0.370, -0.323, -0.275, -0.324, -0.264, -0.311, -0.724, -0.763, -0.268, -0.150, 0.751, 0.841, -0.072, -0.231, -0.584, 0.262, 0.283, 0.072, -0.638, 0.245, -0.645, -0.265, -0.154, -0.178, -0.643, 0.781, -0.468, 0.403, -0.753, -0.727, -1.334, -0.261, -0.627, -0.640, -1.010, -0.141, 0.076, -0.392, -0.455, -0.792, -0.630, -0.100, -0.478, -0.177, -0.329, 0.096, 0.108, -0.469, -1.103, -0.070, 0.720, 0.709, 0.151, -0.562, 0.476, 0.386, 0.267, 0.505, 0.380, 0.418, 0.392, 0.401, 0.471, 0.243, 0.672, 0.371, 0.074, 0.408, 0.374, 0.468, 0.352, 0.275, 0.391, 0.263, 0.398, -0.396, -0.106, 0.361, 0.260, 0.339, 0.370, 0.391, -0.068, 0.387, 0.351, 0.799, 0.575, 0.399, 0.369, 0.380], "homo_lumo_gap_ev": [7.3, 7.3], "multiplicity": 4, "total_energy_ha": -10566.49680, "s2": 3.80, "e_homo_ev": [-5.46, -5.46], "total_charge": -1, "e_lumo_ev": [1.809, 1.825]}

No. 2
{"formula": "C42H36Cl2GeI2KN8O2S", "method": "ωB97M-V with the def2-TZVPD basis set", "symbols": ["I", "I", "Ge", "K", "Cl", "Cl", "S", "O", "O", "N", "N", "N", "N", "N", "N", "N", "N", "C", "C", "C", "C", "C", "C", "C", "C", "C", "C", "C", "C", "C", "C", "C", "C", "C", "C", "C", "C", "C", "C", "C", "C", "C", "C", "C", "C", "C", "C", "C", "C", "C", "C", "C", "C", "C", "C", "C", "C", "C", "C", "H", "H", "H", "H", "H", "H", "H", "H", "H", "H", "H", "H", "H", "H", "H", "H", "H", "H", "H", "H", "H", "H", "H", "H", "H", "H", "H", "H", "H", "H", "H", "H", "H", "H", "H", "H"], "positions_angstrom": [[-6.95680, -3.13729, 3.24929], [-3.76300, -3.73099, 2.88001], [0.08100, -0.71119, -2.76127], [-1.49264, -0.97642, 1.26578], [4.37642, -3.71083, 5.01069], [-0.36521, -1.48124, 6.22147], [-4.54265, -1.12883, -2.17226], [-3.29745, 0.64539, 1.25826], [-0.89861, -1.73017, 3.29994], [1.03878, 5.06901, -1.32162], [-6.07664, -2.28430, -0.33806], [-4.04183, -3.24924, -0.64315], [2.25285, 3.29674, 2.52412], [-0.54100, 1.08338, -0.18729], [0.84501, -2.60844, 1.39093], [-1.04390, -5.09388, 1.86830], [-2.65798, -3.13642, -0.90981], [1.38420, 0.75309, -2.92803], [2.48289, -3.13986, 3.09804], [3.16081, 2.92429, -3.18213], [3.62902, 0.20614, 0.00735], [2.92031, -3.30362, -4.58369], [-1.27137, 5.20593, 2.25112], [0.61632, -3.62694, -3.09153], [1.23888, 1.68157, -3.92710], [-4.88963, -2.25203, -0.98244], [3.33524, -3.64318, 2.09002], [4.50418, 1.30795, -0.11425], [0.70301, -2.10905, 4.99555], [-1.94950, -4.51814, 2.29206], [1.05661, -2.33409, -3.37112], [0.15290, 1.98844, 0.03290], [1.00678, 4.16916, -0.59379], [3.34557, 2.00192, -2.12267], [2.22766, -2.19309, -4.11881], [-1.74891, 5.16699, 0.94886], [-2.38685, 4.04237, 0.44736], [-2.57706, 2.92939, 1.28585], [-1.33617, -0.39753, -4.08284], [2.45819, -4.58234, -4.30360], [0.24217, -2.12365, 3.66512], [-2.11806, 2.95753, 2.61720], [2.45831, 0.90628, -1.99975], [-1.47755, 4.10384, 3.06892], [1.67601, 3.18010, 1.52840], [-2.24553, 1.79700, 3.56577], [2.64038, 0.01424, -0.91315], [1.95089, -2.58842, 5.38850], [0.96914, 3.08745, 0.31052], [-2.77219, 4.03571, -1.01241], [-0.46598, 6.37673, 2.73835], [1.21698, -2.63907, 2.69666], [2.82237, -3.10204, 4.46949], [1.30272, -4.74278, -3.55178], [4.36781, 2.17788, -1.15674], [2.92713, -3.62340, 0.78823], [-3.16072, 1.71166, 0.69345], [1.66383, -3.08475, 0.48788], [2.13370, 2.76751, -4.06365], [-3.47925, 1.79537, -0.35649], [-6.67706, -1.50122, -0.52810], [5.02171, 3.03819, -1.24675], [2.61076, -1.20097, -4.33263], [-2.16411, -3.72222, -0.24150], [3.00154, -5.44936, -4.65966], [-1.64824, 0.94213, 3.24486], [4.30380, -4.03772, 2.36680], [-6.16366, -2.68091, 0.59483], [-1.08959, 4.11599, 4.08168], [-2.51813, 4.99482, -1.46142], [1.97956, 3.49001, -4.85598], [3.55433, -3.99958, -0.00961], [-2.22525, 3.26280, -1.55708], [3.82864, 3.77472, -3.25512], [-0.26956, -3.77489, -2.48271], [3.72384, -0.47296, 0.84610], [5.26500, 1.47217, 0.63816], [0.94069, -5.73507, -3.31128], [-2.47937, -3.49105, -1.84285], [0.59881, 6.16997, 2.60477], [-3.83825, 3.85719, -1.16348], [-1.85406, 0.54254, -3.89697], [-3.27095, 1.43706, 3.63796], [-1.55924, 6.00421, 0.28664], [3.82837, -3.16903, -5.16004], [-4.27914, -3.81411, 0.15951], [0.41498, 1.60141, -4.62775], [2.22336, -2.55409, 6.43491], [-1.89516, 2.08786, 4.55551], [1.94967, -0.81159, -0.78923], [-0.63570, 6.56175, 3.79986], [-0.70372, 7.28262, 2.17986], [-0.86912, -0.37493, -5.07152], [-2.06781, -1.20043, -4.03940], [1.33148, -3.04515, -0.54535]], "mulliken_charge": [-0.679, 0.197, 1.393, 1.285, -0.335, -0.283, -0.434, -0.783, -0.828, -0.824, -0.364, -0.317, -0.742, -0.254, 0.885, -0.461, -0.193, 0.856, 0.331, -0.704, -0.263, -0.681, 0.635, 0.132, -0.750, 0.412, -1.121, -0.948, 0.602, 0.056, 0.225, -0.491, -0.465, 1.078, -0.238, -0.615, 1.020, 1.027, -1.532, -0.448, -0.380, 0.966, -0.499, -0.994, -0.636, -1.340, 0.005, -0.647, 2.653, -2.016, -1.592, -0.439, 0.784, -0.617, -0.747, -0.728, -0.377, -0.863, -0.947, 0.396, 0.207, 0.366, 0.355, 0.088, 0.372, 0.099, 0.359, 0.058, 0.308, 0.364, 0.366, 0.485, 0.287, 0.312, 0.016, 0.471, 0.358, 0.395, 0.252, 0.271, 0.435, 0.343, 0.352, 0.247, 0.385, 0.169, 0.343, 0.425, 0.411, -0.512, 0.403, 0.385, 0.505, 0.322, 0.633], "homo_lumo_gap_ev": [6.5, 5.9], "multiplicity": 2, "total_energy_ha": -6801.59646, "s2": 0.75, "e_homo_ev": [-2.77, -2.77], "total_charge": -2, "e_lumo_ev": [3.751, 3.111]}